{"formula": "C26H72AsF6O22S10", "method": "the ωB97M-V functional and the def2-TZVPD basis", "elements": ["As", "F", "F", "F", "F", "F", "F", "O", "S", "O", "O", "C", "C", "C", "H", "H", "H", "H", "H", "H", "H", "H", "O", "S", "O", "O", "C", "C", "C", "H", "H", "H", "H", "H", "H", "H", "H", "O", "S", "O", "O", "C", "C", "C", "H", "H", "H", "H", "H", "H", "H", "H", "O", "S", "O", "O", "C", "C", "C", "H", "H", "H", "H", "H", "H", "H", "H", "O", "S", "O", "O", "C", "C", "C", "H", "H", "H", "H", "H", "H", "H", "H", "O", "S", "O", "O", "C", "C", "C", "H", "H", "H", "H", "H", "H", "H", "H", "C", "S", "O", "C", "H", "H", "H", "H", "H", "H", "C", "S", "O", "C", "H", "H", "H", "H", "H", "H", "C", "S", "O", "C", "H", "H", "H", "H", "H", "H", "C", "S", "O", "C", "H", "H", "H", "H", "H", "H"], "positions_angstrom": [[-3.53675, 22.79310, -1.97075], [-3.04629, 23.39417, -3.52830], [-2.16708, 21.69780, -2.02924], [-4.03944, 22.27015, -0.38675], [-4.96432, 23.82756, -2.00478], [-4.53780, 21.55476, -2.70840], [-2.67350, 24.06889, -1.13048], [-7.16638, 26.78234, 5.51372], [-6.10401, 25.97332, 4.95323], [-6.03771, 24.57953, 5.28859], [-6.13275, 26.20680, 3.32978], [-5.47008, 25.18716, 2.57973], [-5.45784, 25.45840, 1.07803], [-4.55874, 26.87425, 5.31149], [-5.99933, 24.23699, 2.70917], [-4.45766, 25.00544, 2.95106], [-4.94832, 26.41321, 0.95238], [-6.44177, 25.50402, 0.61782], [-4.82501, 24.66980, 0.67034], [-3.71160, 26.32183, 4.90275], [-4.49892, 26.78078, 6.39604], [-4.49275, 27.89023, 4.94167], [-8.28423, 15.45485, -3.09494], [-7.87131, 16.12642, -1.89870], [-7.49218, 15.46450, -0.70303], [-6.66265, 17.22455, -2.26917], [-6.29975, 17.35474, -3.67484], [-5.52588, 18.67234, -3.65651], [-9.11016, 17.37614, -1.51042], [-7.11847, 17.35132, -4.39151], [-5.64365, 16.51700, -3.90581], [-6.13030, 19.47174, -3.23627], [-5.23860, 19.01657, -4.65573], [-4.54922, 18.56006, -3.18827], [-10.03542, 16.82321, -1.37812], [-9.04476, 18.18272, -2.22754], [-8.70943, 17.70651, -0.55010], [1.77151, 25.77546, -3.79148], [0.57654, 26.53705, -3.48832], [0.43899, 27.30833, -2.27423], [0.35026, 27.45293, -4.80645], [-0.57906, 28.55715, -4.81643], [-1.01579, 28.66950, -6.28298], [-0.83940, 25.49975, -3.65822], [-0.00956, 29.44714, -4.55817], [-1.44793, 28.33503, -4.19678], [-2.01952, 29.09385, -6.36615], [-1.12978, 27.68624, -6.73565], [-0.31732, 29.30736, -6.81986], [-0.75547, 24.82793, -4.50658], [-1.74326, 26.08616, -3.83268], [-0.94067, 25.02029, -2.68563], [1.30602, 21.10446, -8.23468], [1.28819, 20.14994, -7.15313], [1.94176, 20.39147, -5.89388], [-0.28258, 19.85379, -6.85494], [-0.90278, 20.48736, -5.70222], [-0.97378, 19.52619, -4.55496], [1.74070, 18.49614, -7.81887], [-1.88515, 20.72390, -6.10744], [-0.38666, 21.41383, -5.44514], [-0.04687, 19.27799, -4.04166], [-1.30632, 18.64486, -5.12209], [-1.73102, 19.68914, -3.79026], [0.89386, 18.03300, -8.30979], [1.92459, 18.01261, -6.85608], [2.68738, 18.50654, -8.34731], [-1.76541, 29.41932, 1.56589], [-2.40815, 28.15469, 1.42018], [-2.85254, 27.31036, 2.48526], [-3.76126, 28.39102, 0.50799], [-4.52064, 29.57901, 0.79894], [-4.07357, 30.63738, -0.23830], [-1.52310, 27.13763, 0.23029], [-4.41872, 29.89897, 1.83578], [-5.58007, 29.36978, 0.64280], [-3.07212, 30.96993, 0.04696], [-4.66593, 31.54472, -0.09518], [-3.97489, 30.22940, -1.23785], [-1.57669, 27.42069, -0.81708], [-1.70188, 26.06080, 0.24298], [-0.48273, 27.15648, 0.57402], [-6.77833, 21.75038, 1.76200], [-7.16660, 20.54128, 1.06544], [-7.91779, 19.47343, 1.65264], [-7.98278, 20.91422, -0.29111], [-7.41041, 21.92298, -1.14210], [-8.28469, 23.18373, -0.85607], [-5.71018, 19.74798, 0.27000], [-7.39301, 21.78600, -2.21797], [-6.45216, 22.29024, -0.77801], [-9.22169, 23.18365, -1.42022], [-7.69327, 24.06707, -1.10883], [-8.62982, 23.27981, 0.17230], [-5.52290, 20.04988, -0.75515], [-5.71796, 18.70097, 0.55568], [-4.83235, 20.14885, 0.78592], [-6.79100, 24.06783, -7.62731], [-7.62634, 23.03710, -6.37188], [-7.43346, 21.62780, -6.91976], [-6.31236, 23.24542, -5.10317], [-6.87418, 25.10087, -7.28216], [-7.33917, 23.93194, -8.55384], [-5.74946, 23.76313, -7.65109], [-6.41022, 24.25034, -4.69055], [-5.34458, 23.13376, -5.58414], [-6.44893, 22.57021, -4.26286], [0.05690, 23.99968, 0.13909], [1.53424, 24.98690, 0.38884], [1.49429, 25.83704, 1.64761], [2.63569, 23.65375, 0.98469], [0.13077, 22.91400, 0.14445], [-0.44151, 24.27460, -0.78517], [-0.52101, 24.19899, 1.04399], [3.43885, 24.18576, 1.49242], [3.05276, 23.15560, 0.11185], [2.07273, 23.11530, 1.74320], [-2.81128, 22.04074, 2.78969], [-1.16489, 21.42996, 3.19192], [-0.29483, 21.79782, 2.01345], [-0.75412, 22.66104, 4.45635], [-3.42592, 21.27334, 2.33858], [-2.71912, 22.92565, 2.16100], [-3.24509, 22.37203, 3.73719], [-0.90107, 23.62984, 3.96896], [0.27624, 22.52487, 4.77357], [-1.37726, 22.74554, 5.34919], [-6.35760, 26.86890, -4.28341], [-4.53197, 26.80419, -4.08608], [-3.91980, 27.99371, -4.78977], [-4.68198, 27.35576, -2.30548], [-6.74690, 27.83899, -3.95859], [-6.94999, 26.16775, -3.69384], [-6.65996, 26.79793, -5.32953], [-3.65392, 27.34529, -1.95745], [-5.33877, 26.68078, -1.76208], [-5.09354, 28.36237, -2.31110]], "fmax_ha_per_bohr": 0.078, "relative_energy_kcal_mol": 0.0, "e_homo_ev": -6.7, "spin_multiplicity": 1, "total_charge": -1, "energy_ha": -9505.9430}